92
Properties=species:S:1:pos:R:3:lowdin_charge:R:1 method="wB97M-V/def2-TZVPD" e_lumo_ev=-0.9 relative_energy_ev=0.017 total_charge=0 smiles="O=[N+]([O-])c1ccccc1.O=[N+]([O-])c1ccccc1.O=[N+]([O-])c1ccccc1.O=[N+]([O-])c1ccccc1.CN(C)C=O.CN(C)C=O.CN(C)C=O" multiplicity=1 max_force_ev_per_a=2.31 homo_energy_ev=-9.05
O 1.3214 -2.1884 4.4453 0.06
N 1.4444 -3.3259 4.8445 -0.35
O 1.3294 -3.6588 5.9983 0.09
C 1.5682 -4.3822 3.8332 -0.14
C 1.8398 -4.0212 2.5220 -0.02
C 1.9739 -5.0012 1.5420 -0.07
C 1.6623 -6.2962 1.8751 -0.07
C 1.4450 -6.6465 3.2115 -0.06
C 1.4363 -5.7064 4.2364 0.01
H 1.9648 -2.9740 2.2889 0.11
H 2.2866 -4.7489 0.5378 0.11
H 1.8242 -7.1195 1.1905 0.11
H 1.3809 -7.7061 3.4221 0.11
H 1.3236 -5.9977 5.2677 0.12
O -6.0729 -4.5603 -4.4797 0.08
N -4.9125 -4.3274 -4.7290 -0.37
O -4.2701 -4.8372 -5.6188 0.08
C -4.2037 -3.3823 -3.8570 -0.15
C -3.0352 -2.7458 -4.3079 0.00
C -2.3858 -1.8870 -3.4343 -0.06
C -2.7102 -1.8781 -2.0768 -0.06
C -3.8513 -2.5374 -1.6593 -0.07
C -4.6558 -3.2168 -2.5572 0.00
H -2.7849 -2.8527 -5.3533 0.12
H -1.5746 -1.2879 -3.8266 0.10
H -2.1708 -1.3187 -1.3243 0.09
H -4.1105 -2.5300 -0.6082 0.11
H -5.4974 -3.8172 -2.2399 0.12
O 1.3130 4.3539 0.9594 0.09
N 0.4860 4.7424 0.1705 -0.36
O -0.4044 4.0844 -0.3281 0.08
C 0.5816 6.1455 -0.2795 -0.15
C 0.2195 6.4205 -1.6103 0.00
C 0.5103 7.6687 -2.1032 -0.06
C 1.1462 8.6343 -1.2683 -0.07
C 1.3702 8.3901 0.0648 -0.06
C 1.0683 7.1058 0.5556 -0.01
H -0.1160 5.6470 -2.2857 0.12
H 0.5321 7.9431 -3.1486 0.11
H 1.2576 9.5502 -1.8366 0.10
H 1.9008 9.1370 0.6374 0.11
H 1.1996 6.9440 1.6174 0.12
O 2.4785 -0.5869 -1.4374 0.08
N 1.4407 -0.0134 -1.1718 -0.33
O 1.0136 0.9523 -1.7899 0.08
C 0.5584 -0.5654 -0.1458 -0.16
C 0.4168 -1.9334 0.0464 -0.03
C -0.5584 -2.4400 0.8959 -0.07
C -1.3077 -1.5418 1.6567 -0.07
C -1.1366 -0.1870 1.5198 -0.05
C -0.1734 0.3140 0.6363 0.01
H 1.0381 -2.5756 -0.5691 0.12
H -0.5442 -3.5051 1.0729 0.10
H -1.9593 -1.8952 2.4474 0.11
H -1.7315 0.4919 2.1124 0.08
H 0.0153 1.3731 0.5021 0.11
C 2.2963 0.4781 -4.7357 -0.06
N 2.4785 -0.3753 -5.8991 -0.20
C 1.7546 -0.0103 -7.0776 -0.07
C 3.3020 -1.4590 -5.8250 -0.34
O 3.4311 -2.2781 -6.7075 0.01
H 2.4725 -0.1049 -3.8347 0.05
H 1.2663 0.8208 -4.6383 0.08
H 2.9725 1.3341 -4.7977 0.10
H 2.0328 0.9626 -7.4943 0.09
H 1.6662 -0.7863 -7.8335 0.09
H 0.7038 0.1495 -6.7886 0.08
H 3.7827 -1.6148 -4.8486 0.13
C 2.3088 0.8651 3.6611 -0.05
N 3.4304 1.6321 3.1428 -0.19
C 4.2727 0.9062 2.2163 -0.06
C 3.8175 2.8401 3.6239 -0.36
O 4.9028 3.3577 3.5868 0.04
H 1.6279 0.4845 2.9043 0.07
H 1.8264 1.5608 4.3529 0.09
H 2.6749 0.0427 4.2772 0.08
H 4.9457 1.5049 1.6124 0.09
H 4.9002 0.1566 2.7276 0.09
H 3.7522 0.1779 1.5835 0.07
H 2.9433 3.2948 4.1279 0.13
C -4.4089 0.3082 4.1854 -0.07
N -4.2870 0.9681 2.8988 -0.21
C -3.5766 2.2193 2.9057 -0.06
C -4.8165 0.4201 1.7662 -0.34
O -4.6290 0.8424 0.6479 0.01
H -5.0511 0.9070 4.8378 0.09
H -3.4073 0.1688 4.6004 0.09
H -4.8439 -0.6928 4.2200 0.09
H -2.5913 2.2287 3.3722 0.09
H -3.5277 2.5036 1.8516 0.09
H -4.1866 2.9756 3.4131 0.10
H -5.4166 -0.4918 1.9008 0.13